[1]
Molecular formula: C3H5ErO3
Method: DFT, ωB97M-V with the def2-TZVPD basis set

energy relative to the best compared isomer or geometry (same formula, charge and spin): 0.000 eV
total charge: +4
⟨S²⟩: 3.76
E_LUMO (alpha / beta): -19.8 / -24.0 eV
2S+1: 4
total energy: -36897.57003 eV

Cartesian coordinates (Å):
C: 0.62852 -0.75773 -2.01357
C: -1.18267 0.36667 1.94711
O: 0.44704 -0.43580 0.40127
H: -0.02010 -1.42870 -0.00534
C: -0.12467 0.53037 0.97698
O: 0.24204 -1.83947 -1.73695
H: -1.58350 -0.64898 2.00155
O: 1.40383 0.00138 -2.47374
H: -1.96063 1.11017 1.69698
H: 0.05036 1.49201 0.47841
Er: 2.87953 0.89495 -4.18801
H: -0.77976 0.71514 2.91532

Atomic partial charges in e from the Mulliken method, atoms 1 to 5: C 0.84; C -0.76; O -0.43; H 0.58; C 0.36



[2]
Molecular formula: C3H11N2O
Method: DFT, ωB97M-V with the def2-TZVPD basis set

energy relative to the best compared isomer or geometry (same formula, charge and spin): 0.551 eV
total charge: -1
E_LUMO: 4.2 eV
total energy: -8316.53541 eV

Cartesian coordinates (Å):
H: -2.21142 -0.45965 -2.00966
C: 1.83785 -0.56487 0.75786
H: 1.80552 -1.66514 0.69826
H: -0.61892 0.00410 1.22612
H: -0.45317 0.30754 -3.38909
C: -0.12182 -0.32131 2.15127
H: -0.52035 0.23045 3.01015
H: -0.33510 -1.39487 2.29915
H: 2.87685 -0.24361 0.64584
H: 1.23829 -0.18035 -0.07195
N: -1.17830 0.96408 -3.10670
H: 1.81536 -0.45582 2.78746
C: -1.65027 0.47646 -1.77365
O: -0.69329 0.30460 -0.85321
N: 1.30649 -0.04616 2.01413
H: -0.67101 1.82339 -2.91100
H: -2.42670 1.22116 -1.47499

Atomic partial charges in e from the Mulliken method, atoms 1 to 5: H 0.28; C -0.61; H 0.25; H 0.14; H 0.27



Number 1: strongest force on any atom 6.46 eV/A. Number 2: strongest force on any atom 0.42 eV/A.